46
Properties=species:S:1:pos:R:3:lowdin_charge:R:1 method="wB97M-V/def2-TZVPD" e_above_lowest_kj_mol=42.69 smiles="CC(=O)N1CCc2cc(S(=O)(=O)CCC(=O)NCc3ccco3)ccc21" e_lumo_ev=0.54 homo_energy_ev=-8.5 e_tot_ha=-1581.83089 orbital_gap_ev=9.00
C -2.4901 -2.1988 -5.5253 0.006
C -1.4808 -1.2921 -4.8589 -0.471
O -0.6166 -0.7140 -5.4815 0.072
N -1.6163 -1.1734 -3.5034 0.016
C -0.8162 -0.3895 -2.6742 -0.130
C 0.2641 0.4106 -3.0156 0.028
C 0.9044 1.1051 -1.9994 -0.038
C 0.4651 1.0005 -0.6945 -0.270
C -0.6170 0.2066 -0.3441 -0.005
C -1.2479 -0.4922 -1.3470 -0.140
C -2.4146 -1.4284 -1.2563 -0.076
H -3.2853 -0.9351 -0.8235 0.124
H -2.1722 -2.2867 -0.6284 0.114
C -2.6519 -1.8422 -2.7188 -0.113
H -2.5742 -2.9256 -2.8453 0.123
H -3.6409 -1.5278 -3.0656 0.124
H -0.9443 0.1480 0.6812 0.096
S 1.3297 1.8808 0.6011 0.728
O 2.3746 2.6780 0.0129 -0.314
O 1.7291 0.9347 1.6147 -0.287
C 0.1004 3.0259 1.3557 -0.189
C 0.1052 2.8223 2.8588 -0.125
C -0.3996 1.4143 3.1626 -0.524
O -1.4301 0.9930 2.6730 0.053
N 0.3290 0.7203 4.0636 0.076
H 1.2955 0.9893 4.1721 0.140
C 0.0644 -0.6991 4.2588 -0.084
C 0.6340 -1.5012 3.1346 -0.279
C 0.0411 -2.0702 2.0465 -0.039
C 1.0913 -2.5944 1.2557 -0.059
C 2.2386 -2.3021 1.9245 -0.120
O 1.9721 -1.6481 3.0622 0.046
H 3.2680 -2.4993 1.7010 0.122
H 1.0032 -3.1089 0.3207 0.100
H -1.0098 -2.1105 1.8461 0.108
H 0.5030 -0.9952 5.2144 0.130
H -1.0187 -0.8318 4.2831 0.131
H 1.1102 2.9693 3.2519 0.118
H -0.5741 3.5367 3.3317 0.132
H 0.4000 4.0275 1.0628 0.103
H -0.8694 2.7745 0.9339 0.100
H 1.7541 1.7362 -2.2051 0.113
H 0.5924 0.4845 -4.0382 0.104
H -2.4126 -3.2124 -5.1380 0.083
H -3.5026 -1.8378 -5.3587 0.083
H -2.2861 -2.2088 -6.5923 0.087

---

47
Properties=species:S:1:pos:R:3:lowdin_charge:R:1 method="wB97M-V/def2-TZVPD" e_above_lowest_kj_mol=67.63 smiles="CCOc1ccccc1N(CC(=O)Nc1ccccc1C(=O)O)S(C)(=O)=O" e_lumo_ev=0.40 homo_energy_ev=-8.7 e_tot_ha=-1657.09179 orbital_gap_ev=9.13
C -0.9984 -2.8683 -0.2131 -0.039
C -0.6919 -1.7693 -1.2235 -0.205
H -1.5984 -1.2036 -1.4456 0.108
H -0.3126 -2.1797 -2.1657 0.122
O 0.2103 -0.8053 -0.6981 -0.037
C 1.5158 -1.1233 -0.5614 -0.190
C 2.1407 -2.2395 -1.1147 -0.001
C 3.4934 -2.4581 -0.9295 -0.070
C 4.2558 -1.5816 -0.1798 -0.083
C 3.6494 -0.4714 0.3808 -0.020
C 2.2975 -0.2335 0.1955 -0.192
N 1.7126 0.9204 0.7728 -0.189
S 1.7644 2.3358 -0.0604 0.634
O 1.6130 2.0993 -1.4683 -0.270
O 0.8539 3.2411 0.5813 -0.285
C 3.4449 2.9630 0.1987 -0.105
H 3.4752 3.9656 -0.2082 0.067
H 4.1325 2.3174 -0.3301 0.058
H 3.6424 2.9797 1.2620 0.067
C 1.0212 0.8331 2.0381 -0.064
H 1.5961 0.2101 2.7304 0.142
H 0.9404 1.8504 2.4274 0.128
C -0.3917 0.2433 1.9133 -0.444
O -0.7221 -0.7640 2.5000 0.074
N -1.1843 0.9858 1.1056 0.154
C -2.4702 0.6384 0.6847 -0.155
C -3.3481 0.0104 1.5657 -0.003
C -4.6212 -0.3450 1.1633 -0.064
C -5.0450 -0.0901 -0.1318 -0.076
C -4.1777 0.5107 -1.0216 -0.015
C -2.8939 0.8878 -0.6318 -0.083
C -1.9979 1.4236 -1.6904 -0.484
O -2.0723 1.0854 -2.8461 0.120
O -1.1021 2.3057 -1.2448 0.088
H -0.4015 2.4918 -1.8955 0.115
H -4.4720 0.6974 -2.0436 0.121
H -6.0395 -0.3666 -0.4461 0.102
H -5.2867 -0.8229 1.8665 0.106
H -3.0172 -0.1987 2.5695 0.113
H -0.7428 1.7478 0.5986 0.100
H 4.2213 0.2148 0.9876 0.115
H 5.3086 -1.7611 -0.0279 0.102
H 3.9514 -3.3289 -1.3740 0.108
H 1.5774 -2.9455 -1.7032 0.110
H -1.3062 -2.4213 0.7295 0.066
H -0.1227 -3.4861 -0.0273 0.072
H -1.8020 -3.4951 -0.5886 0.082

---

46
Properties=species:S:1:pos:R:3:lowdin_charge:R:1 method="wB97M-V/def2-TZVPD" e_above_lowest_kj_mol=272.11 smiles="CCNC(=O)n1ncc2cc(NC(=O)N[C@H](C)c3ccccc3)ncc21" e_lumo_ev=-0.28 homo_energy_ev=-8.6 e_tot_ha=-1176.91782 orbital_gap_ev=8.34
O 3.0730 -0.0368 1.1684 0.011
O -3.9819 0.2469 -3.1761 0.061
N 3.9152 1.8764 -1.8797 0.110
N -0.3505 0.1912 -1.2446 0.106
C 3.7562 0.6236 0.3240 -0.432
C -3.0334 0.4083 -2.4381 -0.546
C 3.0966 2.1408 -2.8253 -0.066
C 0.8706 0.1075 -0.6925 0.003
C -0.5144 0.8364 -2.4144 -0.289
C -3.0769 -2.2737 3.4732 -0.072
C -2.1806 -1.2456 2.9363 -0.057
C -4.2177 -2.6115 2.7691 -0.093
C 0.4728 1.5905 -2.9939 0.042
C -2.4359 -0.6401 1.7216 -0.026
C -4.4683 -1.9824 1.5495 -0.062
C 1.8119 1.5347 -2.4946 -0.126
C 1.9547 0.8053 -1.3179 -0.107
C -3.6149 -1.0617 1.0341 -0.173
N -1.8209 0.7705 -2.9742 0.134
N 3.2957 1.0418 -0.9344 0.016
N 5.0527 0.8153 0.6685 0.046
N -3.0515 0.2869 -1.0576 0.100
C 6.8877 -0.8570 0.9600 -0.086
C 5.8596 0.0819 1.7080 -0.175
C -5.1021 0.6983 0.1149 -0.041
C -4.0510 -0.3826 -0.2707 -0.313
H 3.2382 2.8658 -3.6399 0.131
H 0.9570 -0.5166 0.1992 0.114
H -3.0879 -2.5634 4.5470 0.105
H -1.3031 -0.9243 3.4624 0.090
H -4.9422 -3.3182 3.1604 0.102
H 0.1941 2.0484 -3.9329 0.113
H -1.7473 0.0875 1.5016 0.074
H -5.2400 -2.3224 0.8755 0.118
H -1.9651 0.8777 -4.0114 0.175
H 5.5196 1.4899 0.0629 0.128
H -2.1678 0.3993 -0.6039 0.071
H 6.5033 -1.9184 0.8803 0.083
H 7.8455 -0.8807 1.5530 0.079
H 7.0545 -0.5646 -0.0533 0.044
H 5.2690 -0.5381 2.4132 0.116
H 6.3296 0.9283 2.2463 0.110
H -6.1384 0.2409 0.2804 0.099
H -5.2277 1.4415 -0.7233 0.085
H -4.7076 1.2720 0.9635 0.078
H -4.5303 -1.0695 -0.8945 0.118

---

43
Properties=species:S:1:pos:R:3:lowdin_charge:R:1 method="wB97M-V/def2-TZVPD" e_above_lowest_kj_mol=0.00 smiles=COc1cc(C[NH2+]Cc2cccs2)ccc1OCc1cccs1 e_lumo_ev=-3.09 homo_energy_ev=-11.0 total_charge=+1 e_tot_ha=-1699.24693 orbital_gap_ev=7.92
C 1.3421 3.2367 1.1165 -0.074
H 1.7898 3.1494 2.1105 0.104
H 1.6888 4.1558 0.6483 0.106
H 0.2511 3.2656 1.1920 0.091
O 1.7711 2.1993 0.2647 -0.165
C 1.5029 0.9080 0.5900 -0.217
C 0.8321 0.5361 1.7453 -0.002
C 0.6274 -0.8026 2.0774 -0.259
C 1.1268 -1.7915 1.2486 -0.041
C 1.7653 -1.4377 0.0781 0.031
C 1.9410 -0.1073 -0.2958 -0.190
O 2.5710 0.0629 -1.4739 0.001
C 2.4607 1.2653 -2.2359 -0.158
C 1.0795 1.4765 -2.7613 -0.462
C 0.5799 1.0625 -3.9581 -0.117
C -0.7770 1.4112 -4.1484 -0.183
C -1.2932 2.0818 -3.0885 -0.401
S -0.1353 2.3023 -1.8360 1.060
H -2.2849 2.4677 -2.9602 0.069
H -1.3347 1.1752 -5.0366 0.109
H 1.1661 0.5335 -4.6875 0.120
H 2.7990 2.1283 -1.6587 0.123
H 3.1437 1.0976 -3.0730 0.142
H 2.1452 -2.1912 -0.5918 0.135
H 1.0102 -2.8326 1.5028 0.123
C -0.1666 -1.1290 3.3076 -0.065
H -0.1290 -2.1962 3.5258 0.140
H 0.2156 -0.5772 4.1695 0.142
N -1.6042 -0.7275 3.1177 0.055
H -1.5957 0.1662 2.6040 0.148
H -2.0466 -0.5842 4.0309 0.186
C -2.4376 -1.6854 2.3236 -0.128
C -2.0323 -1.7175 0.8917 -0.532
C -1.6835 -2.7950 0.1366 -0.123
C -1.3819 -2.4481 -1.1982 -0.153
C -1.5017 -1.1197 -1.4375 -0.358
S -2.0062 -0.2525 -0.0509 1.053
H -1.3335 -0.5850 -2.3510 0.054
H -1.0861 -3.1588 -1.9469 0.115
H -1.6479 -3.8021 0.5100 0.123
H -3.4796 -1.3626 2.4173 0.139
H -2.3401 -2.6819 2.7594 0.144
H 0.4884 1.3040 2.4222 0.114

---

54
Properties=species:S:1:pos:R:3:lowdin_charge:R:1 method="wB97M-V/def2-TZVPD" e_above_lowest_kj_mol=1051.02 e_lumo_ev=-7.73 homo_energy_ev=-10.3 e_tot_ha=-1801.39315 orbital_gap_ev=2.55
Be -0.4733 -0.5103 -0.6790 1.268
B -3.2764 2.8216 0.5699 -1.336
F -2.5528 1.9873 1.3911 0.092
F -2.8907 4.1390 0.8481 0.100
F -2.9983 2.3253 -0.6787 0.100
F -4.6629 2.6711 0.7764 0.085
B 2.0222 -3.9078 -1.2853 -1.256
F 2.4044 -4.2756 0.0053 0.099
F 2.7159 -4.7543 -2.1892 0.081
F 0.6409 -3.9806 -1.5524 0.074
F 2.4779 -2.5868 -1.4625 0.074
N -3.1299 -3.0554 2.1211 0.081
C -2.8363 -4.2712 2.5989 -0.132
C -3.6838 -5.1557 3.3224 -0.033
C -4.8767 -4.5830 3.7463 -0.081
C -5.1925 -3.3037 3.3635 -0.062
C -4.3099 -2.5722 2.5634 -0.116
H -1.9380 -4.6958 2.1758 0.106
H -3.3388 -6.1616 3.5106 0.107
H -5.5992 -5.2626 4.1733 0.110
H -6.0989 -2.8238 3.7019 0.109
H -4.5793 -1.5562 2.3152 0.113
N -0.5309 0.0499 -5.1389 0.067
C -1.0708 1.2211 -5.6925 -0.128
C -1.3053 1.4052 -7.0450 -0.064
C -0.7960 0.4410 -7.9593 -0.056
C -0.2901 -0.7474 -7.4555 -0.088
C -0.0982 -0.8732 -6.1020 -0.122
H -1.2882 2.0106 -4.9884 0.099
H -1.7250 2.3217 -7.4325 0.100
H -0.9173 0.5128 -9.0300 0.105
H 0.0738 -1.4748 -8.1661 0.107
H 0.3117 -1.7895 -5.7034 0.104
N 2.6045 2.5791 -0.5819 0.066
C 2.3589 3.9201 -0.7218 -0.129
C 3.2527 4.9724 -0.4530 -0.073
C 4.5951 4.6553 -0.2727 -0.040
C 4.9145 3.2353 -0.1089 -0.054
C 3.9044 2.2890 -0.1843 -0.138
H 1.2992 4.0881 -0.8446 0.103
H 2.9119 5.9877 -0.3133 0.105
H 5.2840 5.4795 -0.1612 0.101
H 5.8985 3.0193 0.2802 0.096
H 4.2159 1.2625 -0.0593 0.103
C 1.7443 1.7385 4.4703 -0.005
C 1.7640 0.2199 4.3168 -0.426
O 1.5253 -0.3646 3.2349 0.061
C 2.0157 -0.6017 5.5358 -0.020
H 0.9886 2.0728 5.1811 0.091
H 1.5937 2.1842 3.4871 0.086
H 2.6045 2.1022 5.0324 0.088
H 1.8476 -1.6545 5.3093 0.092
H 1.4330 -0.2548 6.3892 0.092
H 3.0565 -0.4956 5.8415 0.095